<i>
C17H17ClN2O4 | the ωB97M-V functional and the def2-TZVPD basis

Last column: natural (NBO) charge in e.
Positions of all 41 atoms, in Å:
O 3.188 -0.881 -1.913  -0.597
C 2.167 -1.380 -1.332  0.645
N 0.899 -0.871 -0.962  -0.604
C 0.498 0.326 -1.436  0.246
C 1.155 1.149 -2.479  -0.209
C 0.801 2.365 -2.694  -0.265
C -0.326 2.782 -2.209  0.038
Cl -1.190 4.315 -2.647  -0.041
C -1.327 1.835 -1.321  -0.072
C -0.756 0.599 -0.904  -0.222
C -1.455 -0.123 0.049  0.620
O -1.301 -1.488 0.327  -0.744
N -2.330 0.317 0.948  -0.531
C -3.001 -0.167 2.083  -0.235
C -2.259 0.237 3.368  0.070
C -0.896 -0.310 3.569  -0.437
C -0.334 0.732 4.260  -0.432
C -0.947 2.005 3.788  -0.089
O -2.543 1.473 3.488  -0.524
C 2.426 -2.858 -0.938  0.182
C 3.490 -3.746 -0.988  -0.276
C 3.013 -4.929 -0.038  -0.251
C 1.662 -4.734 0.176  0.067
O 1.600 -3.330 0.033  -0.449
H 0.349 -1.515 -0.490  0.476
H 2.124 0.753 -2.714  0.266
H 1.171 2.954 -3.221  0.204
H -2.076 2.225 -0.949  0.163
H -2.331 1.514 0.751  0.369
H -4.133 0.061 1.875  0.222
H -3.000 -1.289 1.977  0.242
H -3.031 0.000 4.018  0.187
H -1.158 -1.234 4.249  0.233
H -0.417 -0.523 2.720  0.233
H 0.947 0.754 4.305  0.212
H -0.469 0.854 5.209  0.212
H -0.809 2.925 4.406  0.215
H -0.532 2.324 2.734  0.177
H 4.469 -3.384 -1.430  0.255
H 3.742 -5.902 0.020  0.234
H 1.148 -5.298 0.859  0.209

- SMILES: O=C(Nc1ccc(Cl)cc1C(=O)NC[C@H]1CCCO1)c1ccco1
- Frontier orbital gap: 7.97 eV
- Charge: 0

***

<ii>
C17H17ClN2O4 | the ωB97M-V functional and the def2-TZVPD basis

Last column: natural (NBO) charge in e.
Positions of all 41 atoms, in Å:
C -6.085 -2.897 -0.300  -0.252
O -5.750 -1.659 0.278  -0.476
C -4.511 -1.154 0.060  0.281
C -3.520 -1.762 -0.696  -0.308
C -2.281 -1.164 -0.858  -0.155
C -2.022 0.059 -0.259  -0.188
C -0.725 0.752 -0.390  0.783
O -0.490 1.836 0.112  -0.646
O 0.131 0.039 -1.116  -0.370
N 1.394 0.481 -1.545  -0.232
C 2.225 1.097 -0.803  0.423
N 2.132 1.446 0.502  -0.818
C 3.555 1.373 -1.468  -0.460
C 4.639 0.605 -0.761  -0.029
C 4.640 -0.784 -0.813  -0.199
C 5.606 -1.517 -0.152  -0.209
C 6.585 -0.853 0.572  -0.046
Cl 7.800 -1.762 1.403  0.005
C 6.601 0.529 0.639  -0.241
C 5.624 1.250 -0.026  -0.163
C -3.013 0.684 0.505  -0.264
C -4.250 0.097 0.673  0.318
O -5.276 0.622 1.392  -0.493
C -5.079 1.867 2.016  -0.253
H -6.036 -2.858 -1.393  0.178
H -5.437 -3.701 0.065  0.177
H -7.111 -3.095 0.007  0.203
H -3.705 -2.713 -1.169  0.223
H -1.521 -1.646 -1.451  0.233
H 2.871 2.018 0.878  0.389
H 1.203 1.619 0.871  0.429
H 3.759 2.445 -1.431  0.222
H 3.482 1.059 -2.509  0.253
H 3.870 -1.289 -1.378  0.228
H 5.605 -2.595 -0.195  0.228
H 7.367 1.035 1.205  0.227
H 5.642 2.330 0.023  0.204
H -2.772 1.636 0.951  0.242
H -4.861 2.653 1.286  0.178
H -4.271 1.824 2.754  0.177
H -6.017 2.093 2.521  0.201

- SMILES: COc1ccc(C(=O)O/N=C(\N)Cc2ccc(Cl)cc2)cc1OC
- Frontier orbital gap: 9.04 eV
- Charge: 0

***

Consider the structures shown above. The least stable of them is <i>.